Entry 1:
Formula: C62H42ClN4O10
Source: the OMol25 dataset
Level of theory: ωB97M-V with the def2-TZVPD basis set

Last column: Löwdin charge in e.
Positions of all 119 atoms, in Å:
C1 2.667 4.254 -3.240  -0.0169
C2 1.782 2.911 -3.629  -0.2894
O1 1.229 2.074 -2.718  -0.0391
O2 1.563 2.658 -5.064  -0.1095
C3 2.393 1.509 -5.532  -0.1277
C4 3.940 1.968 -5.895  -0.0708
N1 5.008 1.045 -5.348  -0.0983
N2 6.078 0.526 -6.090  0.1028
C5 6.996 -0.328 -5.240  -0.2212
N3 8.162 -0.997 -5.521  0.1083
N4 6.470 -0.391 -3.796  0.1317
C6 5.247 0.484 -3.964  -0.4361
Cl1 4.220 0.772 -2.450  0.7180
H1 2.763 4.966 -4.194  0.1060
H2 2.063 4.811 -2.402  0.1091
H3 3.744 3.998 -2.817  0.0974
H4 1.867 1.143 -6.538  0.1597
H5 2.382 0.608 -4.784  0.1286
H6 4.155 3.115 -5.646  0.1574
H7 4.017 1.896 -7.084  0.1508
H8 6.199 0.738 -7.113  0.1891
H9 8.956 -0.412 -5.921  0.1501
H10 8.335 -2.023 -5.354  0.1533
C7 1.825 -4.423 5.139  -0.0513
C8 0.643 -4.612 4.425  -0.0482
C9 0.330 -3.769 3.357  0.0135
C10 1.198 -2.727 3.009  -0.0849
C11 2.368 -2.523 3.739  -0.0869
C12 2.689 -3.381 4.800  0.0084
C13 3.266 -1.396 3.413  -0.2765
O3 4.296 -1.219 4.052  0.0957
C14 2.900 -0.482 2.313  -0.0769
C15 3.713 0.624 2.031  0.0143
C16 3.381 1.486 0.983  -0.0703
C17 2.246 1.242 0.211  -0.0995
C18 1.432 0.145 0.494  0.0171
C19 1.755 -0.714 1.553  -0.0769
C20 0.868 -1.851 1.867  -0.2709
O4 -0.133 -2.064 1.191  0.0936
H11 2.073 -5.086 5.966  0.1106
H12 -0.036 -5.417 4.697  0.1119
H13 -0.592 -3.926 2.800  0.1218
H14 3.607 -3.236 5.365  0.1224
H15 4.603 0.820 2.627  0.0993
H16 4.011 2.347 0.769  0.0972
H17 1.991 1.910 -0.609  0.0696
H18 0.544 -0.037 -0.111  0.1219
C21 8.196 2.570 4.556  -0.0458
C22 7.013 2.382 3.841  -0.0482
C23 6.700 3.224 2.773  0.0069
C24 7.568 4.267 2.426  -0.0858
C25 8.738 4.471 3.156  -0.0836
C26 9.059 3.613 4.216  0.0130
C27 9.636 5.597 2.830  -0.2765
O5 10.666 5.775 3.468  0.1050
C28 9.271 6.512 1.729  -0.0838
C29 10.083 7.618 1.447  0.0122
C30 9.752 8.480 0.400  -0.0524
C31 8.616 8.236 -0.372  -0.0591
C32 7.802 7.138 -0.090  -0.0003
C33 8.125 6.280 0.970  -0.0891
C34 7.238 5.142 1.283  -0.2805
O6 6.238 4.930 0.608  0.0756
H19 8.444 1.908 5.382  0.1127
H20 6.334 1.577 4.114  0.1019
H21 5.778 3.068 2.216  0.0963
H22 9.978 3.757 4.782  0.1245
H23 10.973 7.814 2.043  0.1245
H24 10.381 9.341 0.186  0.1107
H25 8.362 8.903 -1.193  0.1076
H26 6.915 6.957 -0.694  0.1162
C35 -3.353 -1.111 0.183  -0.0545
C36 -4.140 -0.021 0.553  -0.0511
C37 -5.141 -0.176 1.513  -0.0026
C38 -5.364 -1.430 2.096  -0.0935
C39 -4.594 -2.525 1.708  -0.0804
C40 -3.578 -2.363 0.757  0.0081
C41 -4.854 -3.862 2.280  -0.2779
O7 -4.175 -4.824 1.942  0.0936
C42 -5.948 -4.024 3.257  -0.0834
C43 -6.243 -5.297 3.764  0.0088
C44 -7.268 -5.457 4.699  -0.0542
C45 -7.993 -4.350 5.137  -0.0557
C46 -7.705 -3.082 4.630  0.0057
C47 -6.687 -2.921 3.681  -0.0912
C48 -6.414 -1.581 3.124  -0.3075
O8 -7.054 -0.607 3.505  0.0804
H27 -2.566 -0.988 -0.558  0.1059
H28 -3.972 0.952 0.096  0.1086
H29 -5.748 0.680 1.801  0.1243
H30 -2.963 -3.210 0.459  0.1209
H31 -5.679 -6.167 3.430  0.1218
H32 -7.498 -6.447 5.087  0.1092
H33 -8.786 -4.473 5.871  0.1092
H34 -8.278 -2.222 4.973  0.1233
C49 -9.829 -2.801 0.825  -0.0442
C50 -8.846 -1.813 0.860  -0.0428
C51 -8.253 -1.374 -0.325  0.0182
C52 -8.637 -1.935 -1.550  -0.0828
C53 -9.602 -2.941 -1.582  -0.0850
C54 -10.208 -3.367 -0.393  0.0098
C55 -9.979 -3.574 -2.863  -0.2778
O9 -10.829 -4.455 -2.893  0.0992
C56 -9.309 -3.137 -4.104  -0.0846
C57 -9.615 -3.768 -5.317  0.0080
C58 -8.997 -3.352 -6.498  -0.0581
C59 -8.081 -2.300 -6.473  -0.0615
C60 -7.771 -1.673 -5.265  0.0029
C61 -8.379 -2.099 -4.077  -0.0863
C62 -8.018 -1.453 -2.800  -0.2780
O10 -7.210 -0.531 -2.777  0.0915
H35 -10.297 -3.137 1.748  0.1096
H36 -8.541 -1.381 1.811  0.0912
H37 -7.490 -0.599 -0.290  0.1145
H38 -10.972 -4.142 -0.413  0.1223
H39 -10.331 -4.588 -5.345  0.1224
H40 -9.231 -3.848 -7.437  0.1078
H41 -7.605 -1.971 -7.394  0.1060
H42 -7.051 -0.856 -5.253  0.1193

Summary:
**Gap between HOMO and LUMO**: 6.153 eV
**Lowest unoccupied orbital energy**: -0.1607 hartree
**ΔE to the lowest compared entry with this formula, charge and spin**: 156.1 kcal/mol
**Energy**: -103922.2460 eV
**Max |F|**: 9.272 eV Å⁻¹
**Total charge**: +1



Entry 2:
Formula: FH3S
Source: the OMol25 dataset
Level of theory: ωB97M-V with the def2-TZVPD basis set

Last column: Löwdin charge in e.
Positions of all 5 atoms, in Å:
F1 0.243 -0.713 -3.213  -0.1012
H1 0.377 0.217 -3.094  0.0977
S1 -0.171 0.402 1.831  0.2130
H2 -0.363 0.508 0.203  -0.0694
H3 0.546 -0.741 2.509  -0.1402

Summary:
**Gap between HOMO and LUMO**: 9.379 eV
**Lowest unoccupied orbital energy**: -0.0145 hartree
**ΔE to the lowest compared entry with this formula, charge and spin**: 41.5 kcal/mol
**Energy**: -13599.5373 eV
**SMILES**: F.S
**Max |F|**: 3.990 eV Å⁻¹
**Total charge**: 0



Entry 3:
Formula: C3H13N3SSi
Source: the OMol25 dataset
Level of theory: ωB97M-V with the def2-TZVPD basis set

Last column: Löwdin charge in e.
Positions of all 21 atoms, in Å:
C1 -1.553 0.843 -2.460  -0.1761
C2 -0.503 0.873 -1.355  -0.7360
S1 -0.910 2.291 -0.158  0.6724
C3 -0.588 -0.455 -0.515  -0.2922
Si1 0.691 -0.628 1.046  0.2975
N1 1.495 -2.154 0.641  -0.0575
N2 1.697 0.780 1.077  -0.0912
N3 -0.061 -0.550 2.577  -0.0532
H1 -2.638 0.709 -2.026  0.1142
H2 -1.568 1.932 -2.950  0.1060
H3 -1.174 0.126 -3.113  0.0381
H4 0.579 0.818 -1.781  0.1245
H5 0.085 2.001 0.709  -0.1965
H6 -0.540 -1.187 -1.226  0.0101
H7 -1.597 -0.751 -0.107  0.0801
H8 0.944 -2.924 0.308  0.0139
H9 2.078 -2.515 1.356  -0.0035
H10 2.022 1.084 0.152  0.0394
H11 2.517 0.671 1.689  0.0464
H12 -0.590 0.276 2.931  0.0578
H13 -0.389 -1.239 3.204  0.0057

Summary:
**Gap between HOMO and LUMO**: 9.187 eV
**Lowest unoccupied orbital energy**: 0.0217 hartree
**ΔE to the lowest compared entry with this formula, charge and spin**: 0.0 kcal/mol
**Energy**: -26506.9763 eV
**SMILES**: C[C@@H](S)C[Si](N)(N)N
**Max |F|**: 4.629 eV Å⁻¹
**Total charge**: 0



Entry 4:
Formula: C9H12NO
Source: the OMol25 dataset
Level of theory: ωB97M-V with the def2-TZVPD basis set

Last column: Löwdin charge in e.
Positions of all 23 atoms, in Å:
C1 -2.271 1.632 1.821  -0.0347
C2 -1.677 0.362 2.438  -0.1490
C3 -0.865 -0.203 1.465  0.0736
N1 -0.437 -0.651 0.499  0.2328
C4 0.172 -1.304 -0.498  -0.1184
C5 0.270 -0.486 -1.868  -0.0642
C6 0.056 0.950 -1.703  -0.0255
C7 0.947 1.426 -0.798  -0.0638
O1 1.750 0.397 -0.364  -0.0146
C8 1.516 -0.795 -1.039  -0.3623
C9 2.689 -1.731 -1.295  0.0444
H1 -2.914 1.411 0.961  0.1101
H2 -1.577 2.447 1.540  0.1064
H3 -2.815 1.972 2.573  0.0307
H4 -2.485 -0.342 2.690  0.1586
H5 -1.089 0.323 3.399  0.1680
H6 -0.240 -2.326 -0.682  0.1903
H7 -0.068 -1.010 -2.719  0.1388
H8 -0.684 1.550 -2.246  0.1249
H9 0.946 2.276 -0.075  0.1525
H10 2.377 -2.339 -2.103  0.0742
H11 3.545 -1.031 -1.461  0.1202
H12 2.854 -2.528 -0.535  0.1070

Summary:
**Gap between HOMO and LUMO**: 9.123 eV
**Lowest unoccupied orbital energy**: -0.1211 hartree
**ΔE to the lowest compared entry with this formula, charge and spin**: 61.0 kcal/mol
**Energy**: -13054.8761 eV
**SMILES**: CCC#[N+][C@H]1[C@H]2C=CO[C@]21C
**Max |F|**: 4.682 eV Å⁻¹
**Total charge**: +1



Entry 5:
Formula: CH2N3O7P
Source: the OMol25 dataset
Level of theory: ωB97M-V with the def2-TZVPD basis set

Last column: Löwdin charge in e.
Positions of all 14 atoms, in Å:
C1 -0.064 0.454 -0.195  -0.5673
N1 -1.166 -0.141 0.643  -0.1672
N2 0.140 -0.315 -1.355  -0.0798
N3 -0.576 1.721 -0.772  -0.1071
O1 0.923 0.241 -2.220  -0.1679
O2 0.345 2.212 -1.554  -0.1984
O3 1.693 -0.419 2.830  -0.3820
O4 1.080 0.688 0.727  -0.1016
O5 -1.960 -0.999 -0.083  -0.1009
O6 -0.470 -0.871 1.640  -0.1925
O7 1.687 -1.845 0.684  -0.3317
P1 1.168 -0.719 1.465  0.1279
H1 -1.232 -1.512 -0.661  0.1301
H2 -1.568 1.504 -1.149  0.1382

Summary:
**Gap between HOMO and LUMO (spin up / spin down)**: 6.424 / 6.452 eV
**Lowest unoccupied orbital energy (spin up / spin down)**: 0.2423 / 0.2424 hartree
**ΔE to the lowest compared entry with this formula, charge and spin**: 18.6 kcal/mol
**Energy**: -29156.1639 eV
**Max |F|**: 3.467 eV Å⁻¹
**Total charge**: -2



Entry 6:
Formula: C7H9N2O2
Source: the OMol25 dataset
Level of theory: ωB97M-V with the def2-TZVPD basis set

Last column: Löwdin charge in e.
Positions of all 20 atoms, in Å:
O1 -4.216 -0.377 0.041  -0.0228
N1 -3.541 0.800 0.219  -0.0139
N2 -2.288 0.724 0.278  0.0874
O2 -1.967 -0.524 0.288  -0.1286
C1 -0.451 -1.405 0.168  0.1064
C2 0.605 -0.450 0.046  -0.2446
C3 0.900 0.059 -1.281  -0.0002
C4 1.990 0.877 -1.373  -0.0306
C5 2.928 1.043 -0.276  0.0049
C6 2.690 0.451 0.959  -0.0552
C7 1.509 -0.199 1.109  -0.0257
H1 -3.942 -1.384 0.505  0.2844
H2 -4.025 1.724 0.034  0.2360
H3 -0.938 -1.916 -0.754  0.1696
H4 -0.396 -1.945 1.054  0.0946
H5 0.378 -0.324 -2.137  0.1173
H6 2.267 1.479 -2.164  0.0856
H7 3.816 1.534 -0.484  0.0917
H8 3.334 0.670 1.817  0.1281
H9 1.347 -0.837 1.951  0.1156

Summary:
**Gap between HOMO and LUMO**: 8.831 eV
**Lowest unoccupied orbital energy**: -0.1554 hartree
**ΔE to the lowest compared entry with this formula, charge and spin**: 173.8 kcal/mol
**Energy**: -14466.4899 eV
**SMILES**: O/[NH+]=N\OCc1ccccc1
**Max |F|**: 5.183 eV Å⁻¹
**Total charge**: +1



Q: Which value of total charge does entry 4 give?
A: +1